Version P
Computed, not measured: a molecular structure, C52H44N6O4S4SbV, with wB97M-V/def2-TZVPD.

Summary:
Spin multiplicity: 4
Gap between HOMO and LUMO (spin up / spin down) (hartree): 0.1717 / 0.1949
<S²>: 3.884
Charge: -1
Highest occupied orbital energy (spin up / spin down) (eV): -2.77 / -3.76

Last column: Löwdin charge in e.
Cartesian coordinates (Å):
V1 0.70869 -0.13517 -0.71861  0.66
C1 3.54272 2.50035 -9.82748  -0.10
O1 3.36877 1.18618 -9.33335  -0.09
C2 2.99813 1.07024 -8.02251  -0.29
C3 2.70472 -0.21480 -7.57784  0.00
C4 2.32280 -0.42114 -6.26521  -0.02
C5 2.22428 0.63906 -5.35904  -0.20
C6 2.52240 1.91214 -5.82355  -0.02
C7 2.91100 2.14217 -7.14467  -0.02
C8 1.77734 0.42178 -3.94949  -0.06
C9 2.55816 -0.41694 -3.13944  -0.22
C10 3.67828 -1.18329 -3.55460  -0.02
C11 3.98577 -2.04350 -2.53566  -0.03
C12 3.09156 -1.76874 -1.45027  -0.23
N1 2.25981 -0.75030 -1.82395  -0.02
C13 3.10252 -2.32826 -0.13838  -0.06
C14 2.80649 -1.44154 0.97837  -0.28
C15 3.54344 -1.36036 2.17556  -0.05
C16 3.02342 -0.29783 2.89380  -0.03
C17 1.95009 0.22103 2.13790  -0.24
C18 0.96635 1.16525 2.54342  -0.07
C19 1.12266 1.85009 3.86512  -0.18
C20 1.03616 3.24448 3.95371  -0.02
C21 1.21094 3.91100 5.15350  0.00
C22 1.49092 3.19414 6.31215  -0.29
O2 1.67798 3.92430 7.44940  -0.09
C23 2.01746 3.19776 8.61638  -0.10
C24 1.56443 1.80733 6.26182  -0.02
C25 1.37910 1.15852 5.04134  -0.05
C26 -0.13449 1.49120 1.78822  -0.25
N2 -0.33822 1.13654 0.45226  0.00
C27 -1.57678 1.59781 0.08540  -0.25
C28 -2.04982 1.64581 -1.22251  -0.10
C29 -3.49363 1.94667 -1.46371  -0.20
C30 -4.34685 0.91573 -1.88789  0.00
C31 -5.70204 1.12888 -2.06033  0.00
C32 -6.24401 2.38799 -1.81222  -0.29
O3 -7.59584 2.52215 -1.99476  -0.09
C33 -8.14538 3.78660 -1.68384  -0.10
C34 -5.42212 3.43027 -1.41062  -0.03
C35 -4.05403 3.19336 -1.24292  -0.03
C36 -1.22090 1.43360 -2.34535  -0.25
C37 -1.51173 1.84856 -3.69543  -0.01
C38 -0.39956 1.60820 -4.43724  -0.01
C39 0.57181 1.00495 -3.56832  -0.22
N3 0.02618 0.90902 -2.29566  -0.02
C40 -2.22775 2.16165 1.25635  -0.02
C41 -1.32495 2.14672 2.26552  -0.03
N4 1.85414 -0.48968 0.95011  0.01
C42 3.29200 -3.76149 0.12502  -0.19
C43 3.53112 -4.71141 -0.88773  -0.03
C44 3.44267 -6.07320 -0.66490  -0.01
C45 3.10449 -6.55994 0.58759  -0.31
O4 2.95726 -7.91421 0.73901  -0.10
C46 1.91562 -8.31399 1.62225  -0.09
C47 2.92822 -5.66285 1.62893  -0.03
C48 3.02433 -4.29504 1.39697  -0.06
H1 3.73057 2.40903 -10.89329  0.09
H2 4.39466 2.99399 -9.35315  0.09
H3 2.64814 3.10721 -9.67021  0.09
H4 2.76767 -1.03732 -8.28020  0.12
H5 2.07252 -1.42122 -5.93029  0.13
H6 2.45324 2.74693 -5.13613  0.12
H7 3.14370 3.14808 -7.46178  0.10
H8 4.18202 -1.09555 -4.50470  0.10
H9 4.81376 -2.73111 -2.50527  0.10
H10 4.38444 -1.98716 2.43611  0.11
H11 3.38456 0.08117 3.83734  0.09
H12 0.83574 3.80858 3.05137  0.12
H13 1.14604 4.99108 5.20953  0.12
H14 2.17975 3.92885 9.40248  0.09
H15 2.93041 2.61755 8.46879  0.09
H16 1.21222 2.52281 8.91458  0.09
H17 1.75776 1.22133 7.14877  0.10
H18 1.41364 0.07770 5.01803  0.11
H19 -3.92150 -0.06725 -2.06337  0.13
H20 -6.36025 0.32851 -2.37838  0.12
H21 -9.21955 3.70473 -1.82305  0.09
H22 -7.75769 4.56645 -2.34467  0.09
H23 -7.93601 4.06615 -0.64804  0.09
H24 -5.81591 4.42060 -1.23700  0.09
H25 -3.40946 4.01211 -0.94106  0.12
H26 -2.44246 2.29184 -4.01864  0.11
H27 -0.25826 1.80523 -5.48910  0.11
H28 -3.22986 2.56463 1.27825  0.10
H29 -1.46332 2.51493 3.27228  0.11
H30 3.72753 -4.38753 -1.89349  0.09
H31 3.59771 -6.77655 -1.47473  0.12
H32 1.64974 -9.33415 1.35650  0.08
H33 1.04137 -7.67111 1.51221  0.10
H34 2.24878 -8.29481 2.66188  0.08
H35 2.68144 -6.01896 2.62281  0.11
H36 2.82793 -3.61972 2.22184  0.09
S1 -2.46876 -4.90311 -0.24530  -0.37
Sb1 -0.43185 -3.93499 -0.11587  0.31
S2 -0.77188 -1.81741 -1.23359  -0.02
S3 -0.62636 -2.70328 2.27771  0.03
C49 -1.49552 -0.83330 4.70340  -0.07
N5 -2.76686 -0.60892 4.03281  -0.12
C50 -3.91363 -0.03989 4.74172  -0.10
C51 -4.87648 0.30894 3.59758  -0.12
N6 -4.34860 -0.53883 2.53229  0.03
C52 -3.08278 -0.91990 2.78831  -0.67
S4 -2.16640 -1.54748 1.51192  0.50
H37 -1.36780 -0.02489 5.42213  0.09
H38 -0.68560 -0.80191 3.97705  0.02
H39 -1.47014 -1.79397 5.21701  0.09
H40 -3.59808 0.83737 5.30176  0.12
H41 -4.33949 -0.76505 5.43810  0.12
H42 -4.83186 1.36535 3.32891  0.11
H43 -5.90332 0.04596 3.83587  0.11
H44 -4.67179 -0.50962 1.57937  0.14

=====

Version Q
Computed, not measured: a molecular structure, C52H44N6O4S4SbV, with wB97M-V/def2-TZVPD.

Summary:
Spin multiplicity: 4
Gap between HOMO and LUMO (spin up / spin down) (hartree): 0.1845 / 0.2105
<S²>: 3.780
Charge: -1
Highest occupied orbital energy (spin up / spin down) (eV): -3.34 / -4.23

Last column: Löwdin charge in e.
Cartesian coordinates (Å):
V1 0.02826 -0.12307 0.34148  0.57
C1 7.06086 2.66701 -6.11795  -0.10
O1 5.74401 3.14830 -5.97254  -0.09
C2 4.98046 2.57392 -4.99716  -0.29
C3 5.42484 1.57167 -4.14533  -0.02
C4 4.56090 1.05613 -3.18402  -0.02
C5 3.25880 1.51902 -3.05238  -0.21
C6 2.83616 2.53163 -3.91345  -0.02
C7 3.68040 3.05448 -4.87456  0.00
C8 2.34425 0.94339 -2.02402  -0.07
C9 2.65470 1.18260 -0.68010  -0.24
C10 3.75449 1.99955 -0.22566  -0.01
C11 3.71595 1.99081 1.12758  0.00
C12 2.60231 1.15643 1.51028  -0.23
N1 1.97685 0.68537 0.39400  0.01
C13 2.23184 0.88572 2.83368  -0.06
C14 1.14843 0.09582 3.21807  -0.24
C15 0.84073 -0.26133 4.58405  -0.01
C16 -0.27043 -1.02670 4.54814  0.00
C17 -0.64967 -1.15173 3.15767  -0.24
C18 -1.74276 -1.89142 2.69490  -0.07
C19 -2.67613 -2.42561 3.72709  -0.21
C20 -3.41368 -1.54395 4.52148  -0.01
C21 -4.28392 -2.01399 5.48540  0.00
C22 -4.43754 -3.38371 5.68043  -0.29
O2 -5.31958 -3.75697 6.65535  -0.09
C23 -5.49078 -5.13914 6.86649  -0.10
C24 -3.70997 -4.27516 4.90432  -0.02
C25 -2.83534 -3.78686 3.93688  -0.03
C26 -2.03615 -2.15792 1.35057  -0.26
N2 -1.31635 -1.72740 0.27345  -0.01
C27 -1.95007 -2.18895 -0.84435  -0.23
C28 -1.56574 -1.94567 -2.16938  -0.06
C29 -2.33271 -2.62869 -3.24494  -0.20
C30 -2.37121 -4.01448 -3.32609  -0.03
C31 -3.07780 -4.66854 -4.33056  -0.02
C32 -3.76230 -3.92294 -5.28059  -0.29
O3 -4.48590 -4.46482 -6.30529  -0.09
C33 -4.52934 -5.87072 -6.38273  -0.10
C34 -3.73421 -2.53304 -5.21529  0.01
C35 -3.03012 -1.89787 -4.21156  -0.03
C36 -0.49261 -1.13181 -2.55434  -0.22
C37 0.00300 -1.01754 -3.90639  -0.01
C38 1.09489 -0.21939 -3.86316  -0.01
C39 1.27698 0.16881 -2.48544  -0.25
N3 0.29182 -0.38823 -1.72021  0.03
C40 -3.11873 -2.94291 -0.45681  0.00
C41 -3.17624 -2.91495 0.89513  0.00
N4 0.23574 -0.47181 2.38053  0.03
C42 3.05453 1.49869 3.91701  -0.21
C43 2.51769 2.49950 4.72991  -0.01
C44 3.27732 3.07783 5.72865  0.01
C45 4.59109 2.66910 5.93878  -0.29
O4 5.26426 3.30160 6.94698  -0.09
C46 6.59782 2.90769 7.16747  -0.11
C47 5.13884 1.67217 5.14332  -0.02
C48 4.36270 1.09733 4.13979  -0.03
H1 7.50232 3.23192 -6.93497  0.09
H2 7.07360 1.60196 -6.36793  0.09
H3 7.64917 2.82645 -5.20942  0.09
H4 6.43000 1.17922 -4.21828  0.10
H5 4.90553 0.27080 -2.52268  0.13
H6 1.82614 2.91392 -3.82111  0.11
H7 3.35332 3.84038 -5.54347  0.12
H8 4.44925 2.52455 -0.86045  0.10
H9 4.37122 2.51057 1.80718  0.11
H10 1.40644 0.04010 5.45028  0.11
H11 -0.78609 -1.48004 5.37857  0.11
H12 -3.29143 -0.47695 4.37369  0.13
H13 -4.85901 -1.33363 6.10032  0.12
H14 -6.22157 -5.23768 7.66552  0.09
H15 -4.55581 -5.61739 7.17400  0.09
H16 -5.86927 -5.63901 5.96972  0.09
H17 -3.80376 -5.34398 5.03939  0.10
H18 -2.26483 -4.48462 3.33606  0.12
H19 -1.83218 -4.60141 -2.59215  0.12
H20 -3.07713 -5.74960 -4.35812  0.10
H21 -5.14430 -6.10918 -7.24715  0.09
H22 -4.98162 -6.30837 -5.48752  0.09
H23 -3.53122 -6.29686 -6.52258  0.09
H24 -4.28210 -1.96591 -5.95711  0.12
H25 -3.02889 -0.81596 -4.15060  0.05
H26 -0.40873 -1.51615 -4.76877  0.11
H27 1.73886 0.06034 -4.68189  0.11
H28 -3.82509 -3.39605 -1.13276  0.11
H29 -3.93223 -3.34838 1.52871  0.11
H30 1.49400 2.81870 4.56688  0.05
H31 2.86887 3.85665 6.36011  0.12
H32 6.96435 3.51784 7.98938  0.09
H33 7.22002 3.08132 6.28398  0.09
H34 6.66556 1.85123 7.44534  0.09
H35 6.15416 1.32949 5.28916  0.10
H36 4.78948 0.31826 3.51952  0.12
S1 -1.23814 2.81181 4.00371  -0.28
Sb1 -2.12948 3.25489 1.97797  0.33
S2 -0.68838 2.38703 0.11676  -0.01
S3 -2.31016 1.13368 0.75239  -0.02
C49 -1.16833 2.45443 -3.71323  -0.06
N5 -2.16291 3.30376 -3.09977  -0.16
C50 -1.75738 4.54075 -2.44580  -0.16
C51 -3.04450 4.98818 -1.74465  -0.15
N6 -3.76970 3.73404 -1.66626  0.01
C52 -3.30590 2.81684 -2.55254  -0.88
S4 -4.05776 1.37797 -2.91714  0.61
H37 -0.65408 3.00514 -4.50451  0.09
H38 -1.66633 1.58768 -4.13981  0.05
H39 -0.44184 2.10616 -2.97245  0.06
H40 -1.39905 5.26605 -3.17800  0.12
H41 -0.96590 4.33478 -1.72038  0.06
H42 -3.59584 5.72339 -2.34134  0.11
H43 -2.84933 5.40477 -0.75651  0.09
H44 -4.70362 3.64894 -1.31390  0.12

=====

Name the most stable of them. version Q.

=====

Version P
Computed, not measured: 2 unconnected molecules or ions with the total composition CH6N2S, with wB97M-V/def2-TZVPD.

Summary:
Gap between HOMO and LUMO (hartree): 0.2655
Highest occupied orbital energy (eV): -7.01

Last column: Löwdin charge in e.
Cartesian coordinates (Å):
S1 1.00174 -1.14658 1.79291  0.05
H1 2.00323 -0.32033 1.55592  -0.40
N1 0.54279 0.82826 -0.77895  0.16
C1 -0.70402 0.51920 -0.48880  -0.28
N2 -1.06932 -0.66141 -0.09151  0.03
H2 1.22251 0.08499 -0.69665  0.09
H3 0.78424 1.80234 -0.84858  0.12
H4 -1.40896 1.35022 -0.49643  0.15
H5 -1.95402 -1.03410 -0.41369  0.11
H6 -0.41818 -1.42260 0.46578  -0.03

=====

Version Q
Computed, not measured: 2 unconnected molecules or ions with the total composition CH6N2S, with wB97M-V/def2-TZVPD.

Summary:
Gap between HOMO and LUMO (hartree): 0.1161
Highest occupied orbital energy (eV): -4.84

Last column: Löwdin charge in e.
Cartesian coordinates (Å):
S1 -1.78021 3.98767 0.10648  -0.44
H1 -2.49718 4.53905 1.06565  -0.52
N1 0.17829 -0.95929 -1.22508  0.20
C1 0.11423 -1.12458 0.07722  -0.14
N2 1.22035 -1.14599 0.79258  0.19
H2 0.98624 -0.82183 -1.80396  0.14
H3 -0.72058 -0.85519 -1.67648  0.14
H4 -0.86392 -1.16629 0.54140  0.17
H5 1.26300 -1.63812 1.66659  0.13
H6 2.09978 -0.81543 0.45560  0.13

=====

Name the most stable of them. version P.